(1)
Density functional theory data (wB97M-V/def2-TZVPD) for a single C27H35N3O6S molecule.

2S+1   1
HOMO-LUMO gap   9.44 eV
E_LUMO   0.536 eV
SMILES string   CC[C@@H](C)[C@H](NS(=O)(=O)c1ccc(C)cc1)C(=O)N1CCC(C(=O)N[C@H](C(=O)O)c2ccccc2)CC1

Geometry as XYZ:
```
72
C27H35N3O6S, DFT wB97M-V/def2-TZVPD
C -5.415 -1.035 -1.654
H -5.993 -1.555 -2.414
H -4.547 -0.596 -2.140
C -5.000 -2.010 -0.558
H -4.328 -2.762 -0.974
H -5.891 -2.518 -0.183
C -4.297 -1.342 0.629
C -4.219 -2.306 1.812
H -5.215 -2.487 2.211
H -3.598 -1.896 2.605
H -3.799 -3.258 1.496
H -4.875 -0.462 0.937
C -2.899 -0.843 0.225
N -2.000 -1.949 -0.091
S -0.618 -1.320 -0.828
O -0.368 -0.023 -0.240
O -0.856 -1.298 -2.246
C 0.678 -2.436 -0.371
C 1.036 -2.476 0.964
C 2.087 -3.287 1.350
C 2.779 -4.047 0.412
C 2.392 -3.989 -0.924
C 1.342 -3.182 -1.323
H 1.038 -3.107 -2.353
H 2.927 -4.574 -1.658
C 3.943 -4.891 0.828
H 4.862 -4.311 0.740
H 4.037 -5.767 0.192
H 3.844 -5.210 1.863
H 2.379 -3.326 2.389
H 0.497 -1.871 1.679
H -1.725 -2.391 0.781
H -2.956 -0.258 -0.695
C -2.224 -0.018 1.332
O -1.546 -0.597 2.173
N -2.381 1.315 1.353
C -3.194 2.108 0.461
H -3.891 1.472 -0.081
C -2.300 2.875 -0.513
H -1.745 2.149 -1.111
H -2.920 3.458 -1.195
C -1.322 3.799 0.242
C 0.078 3.706 -0.377
O 0.616 4.659 -0.901
N 0.641 2.488 -0.279
H 0.094 1.714 0.072
C 1.805 2.080 -1.041
C 2.956 1.709 -0.141
C 4.187 2.337 -0.253
C 5.234 1.971 0.575
C 5.059 0.972 1.517
C 3.830 0.342 1.633
C 2.782 0.711 0.811
H 1.825 0.219 0.892
H 3.689 -0.439 2.366
H 5.878 0.684 2.160
H 6.190 2.465 0.484
H 4.326 3.116 -0.988
C 1.385 0.873 -1.892
O 1.928 -0.202 -1.875
O 0.328 1.144 -2.646
H -0.066 0.306 -2.971
H 2.070 2.918 -1.698
C -1.346 3.538 1.761
C -1.450 2.073 2.183
H -0.480 1.571 2.128
H -1.777 2.021 3.230
H -2.194 4.084 2.179
H -0.444 3.958 2.209
H -1.622 4.842 0.096
H -3.782 2.806 1.068
H -6.031 -0.235 -1.246
```

Results of the natural (NBO) charge analysis, in e, for atoms 1 through 5: -0.608, 0.218, 0.202, -0.398, 0.217

(2)
Density functional theory data (wB97M-V/def2-TZVPD) for a molecular structure, C32H51B2BaF4N5O5Si2 in a non-equilibrium geometry.

2S+1   1
HOMO-LUMO gap   5.87 eV
E_LUMO   -0.604 eV

Geometry as XYZ:
```
102
C32H51B2BaF4N5O5Si2, DFT wB97M-V/def2-TZVPD
Ba -0.754 -0.546 -0.490
C 1.794 -2.425 3.557
C 1.130 -2.209 2.240
N 1.142 -1.184 1.483
O 1.819 -0.041 2.032
B 0.808 0.811 3.130
F 0.437 -0.172 4.015
F 1.674 1.721 3.638
O -0.302 1.424 2.479
N -1.230 0.479 2.007
C -2.221 0.225 2.765
C -2.504 0.908 4.060
C -3.099 -0.900 2.300
N -2.691 -1.502 1.248
O -3.375 -2.618 0.897
B -2.653 -3.433 -0.132
F -3.447 -4.500 -0.436
F -2.363 -2.632 -1.266
O -1.383 -3.998 0.429
N -0.454 -3.064 0.716
C 0.229 -3.314 1.772
C 0.028 -4.550 2.592
C -4.293 -1.322 3.091
H 2.426 -1.592 3.846
H 2.393 -3.335 3.497
H 1.032 -2.568 4.322
H -1.775 1.689 4.244
H -2.476 0.189 4.880
H -3.504 1.343 4.027
H -0.345 -5.346 1.955
H -0.727 -4.370 3.363
H 0.945 -4.872 3.079
H -4.891 -0.453 3.368
H -3.992 -1.830 4.010
H -4.895 -2.007 2.503
C 1.052 -0.413 -5.233
Si -0.394 -0.978 -4.145
C 0.233 -2.473 -3.152
C -1.737 -1.669 -5.257
N -0.931 0.215 -3.044
C -1.675 1.283 -3.480
C -1.751 1.757 -4.803
C -2.556 2.824 -5.176
C -3.325 3.496 -4.241
C -3.262 3.087 -2.911
C -2.459 2.027 -2.561
O -2.333 1.624 -1.220
C -3.331 1.950 -0.322
C -3.078 2.923 0.632
C -4.025 3.169 1.617
C -5.212 2.449 1.640
C -5.454 1.480 0.674
C -4.515 1.226 -0.314
H 1.726 -1.245 -5.456
H 1.632 0.372 -4.743
H 0.705 -0.016 -6.190
H 0.898 -3.070 -3.779
H -0.602 -3.108 -2.853
H 0.813 -2.240 -2.252
H -1.330 -2.475 -5.875
H -2.171 -0.923 -5.923
H -2.540 -2.088 -4.646
H -1.151 1.263 -5.557
H -2.578 3.135 -6.214
H -3.957 4.326 -4.527
H -3.840 3.598 -2.151
H -2.140 3.461 0.604
H -3.833 3.926 2.366
H -5.952 2.645 2.406
H -6.378 0.916 0.689
H -4.680 0.470 -1.071
C 4.576 0.093 2.617
Si 3.394 0.424 1.220
C 3.377 2.275 0.758
C 4.465 2.642 -0.276
C 3.729 3.145 1.986
C 2.014 2.692 0.187
C 3.689 -0.793 -0.226
C 3.404 -2.289 -0.029
C 3.045 -0.376 -1.558
C 5.234 -0.712 -0.401
H 5.603 0.405 2.427
H 4.591 -0.969 2.873
H 4.208 0.650 3.483
H 5.465 2.394 0.083
H 4.444 3.724 -0.424
H 4.327 2.186 -1.252
H 4.724 2.901 2.361
H 3.020 3.068 2.806
H 3.755 4.191 1.667
H 1.782 2.163 -0.742
H 2.034 3.759 -0.052
H 1.203 2.539 0.894
H 2.344 -2.531 -0.032
H 3.842 -2.680 0.894
H 3.864 -2.828 -0.860
H 1.952 -0.366 -1.536
H 3.325 -1.099 -2.329
H 3.356 0.604 -1.909
H 5.760 -1.078 0.481
H 5.599 0.287 -0.627
H 5.523 -1.353 -1.238
```

Results of the Löwdin charge analysis, in e, for atoms 1 through 5: 1.944, 0.009, -0.255, -0.008, -0.152

(3)
Density functional theory data (wB97M-V/def2-TZVPD) for a molecular structure, C16H30I2NOP2Pb in a non-equilibrium geometry.

2S+1   1
HOMO-LUMO gap (spin up / spin down)   4.11 / 4.12 eV
E_LUMO (spin up / spin down)   -12.976 / -12.961 eV
Total charge   +3

Geometry as XYZ:
```
53
C16H30I2NOP2Pb, DFT wB97M-V/def2-TZVPD
I 2.621 -1.607 1.694
I 0.813 1.965 2.641
Pb -0.797 -0.214 -1.700
P 2.224 1.210 -0.779
C 3.657 1.532 0.346
C 3.236 0.847 -2.277
H 4.067 1.567 -2.317
H 2.895 3.443 -1.345
H 2.601 0.945 -3.170
H 1.255 3.065 -1.967
H 4.031 0.560 0.705
H 3.624 -0.177 -2.206
C 1.932 2.980 -1.115
H 4.430 2.059 -0.224
H 1.488 3.440 -0.230
H 3.329 2.116 1.206
P -2.546 -1.671 -0.333
C -2.709 -2.399 1.342
C -3.942 -0.483 -0.312
H -2.812 -2.763 -2.483
H -3.993 -3.396 -1.274
H -2.265 -3.894 -1.211
C -2.956 -3.060 -1.431
H -3.875 0.188 -1.182
H -4.897 -1.033 -0.336
H -3.639 -2.989 1.424
H -2.733 -1.613 2.111
H -3.891 0.128 0.607
H -1.856 -3.060 1.537
C 0.119 -0.702 0.602
O -0.368 -0.756 1.663
C 0.591 -1.747 5.179
N 1.129 -0.426 5.084
C 2.493 -0.262 4.757
C 0.328 0.673 5.522
C -1.000 0.762 4.794
C -2.149 0.149 5.308
C -3.338 0.191 4.574
C -3.383 0.846 3.346
C -2.229 1.414 2.811
C -1.037 1.341 3.526
H 1.409 -2.447 5.404
H 0.126 -2.058 4.229
H -0.166 -1.775 5.976
H 2.614 -0.641 3.707
H 2.805 0.790 4.771
H 3.134 -0.920 5.368
H 0.128 0.543 6.606
H 0.888 1.600 5.347
H -2.098 -0.363 6.284
H -4.228 -0.303 4.974
H -4.325 0.890 2.790
H -2.252 1.908 1.851
```

Results of the natural (NBO) charge analysis, in e, for atoms 1 through 5: 0.095, 0.201, 1.471, 0.755, -0.899

(4)
Density functional theory data (wB97M-V/def2-TZVPD) for 2 unconnected molecules or ions with the total composition C4H10OS in a non-equilibrium geometry.

<S²>   0.75
2S+1   2
HOMO-LUMO gap (spin up / spin down)   9.53 / 4.43 eV
E_LUMO (spin up / spin down)   -3.108 / -8.199 eV
Total charge   +1

Geometry as XYZ:
```
16
C4H10OS, DFT wB97M-V/def2-TZVPD
C 2.338 -0.756 1.475
S 2.698 -0.548 -0.296
C 1.108 -0.562 -1.070
H 1.480 -1.431 1.550
H 1.950 0.215 1.790
H 3.206 -1.152 1.988
H 1.221 -0.015 -2.005
H 0.736 -1.567 -1.269
H 0.484 -0.087 -0.304
C -2.654 1.398 -0.742
C -1.974 0.304 -0.434
O -1.298 0.198 0.791
H -2.816 1.654 -1.778
H -2.821 2.147 0.023
H -1.814 -0.484 -1.154
H -1.843 0.688 1.435
```

Results of the natural (NBO) charge analysis, in e, for atoms 1 through 5: -0.785, 0.884, -0.836, 0.275, 0.287

Electronic energy in eV, matching the order above: -56159.514 -80382.062 -60611.304 -17183.073
Relative energy (zero: lowest compared OMol25 entry of this formula, charge and spin) in kJ/mol, matching the order above: 88.7 59.9 0.0 62.7